# 1
{"formula": "C35H37NO3P2V", "method": "ωB97M-V with the def2-TZVPD basis set", "homo_energy_ha": [-0.525, -0.505], "relative_energy_ev": 4.128, "spin_multiplicity": 2, "largest_force_ev_per_a": 4.143, "total_energy_ev": -88766.9076, "total_charge": 2, "lumo_ev": [-8.28, -9.00], "species": ["V", "C", "C", "C", "C", "C", "C", "C", "C", "C", "H", "H", "H", "H", "H", "H", "H", "H", "H", "H", "H", "H", "H", "H", "H", "P", "P", "C", "C", "C", "C", "C", "C", "C", "C", "C", "C", "C", "C", "C", "C", "C", "C", "C", "C", "C", "C", "C", "C", "C", "C", "C", "C", "H", "H", "H", "H", "H", "H", "H", "H", "H", "H", "H", "H", "H", "H", "H", "H", "H", "H", "H", "H", "H", "H", "O", "N", "O", "O"], "xyz": [[-0.28, 0.61, -1.79], [-1.88, 1.10, -2.84], [-1.83, -0.34, -2.61], [-1.22, -1.30, -3.58], [0.18, -0.88, -4.08], [0.99, -0.06, -3.13], [0.99, 1.41, -3.09], [0.13, 2.20, -4.03], [-1.35, 1.74, -4.09], [1.18, 0.09, 2.67], [-2.74, 1.61, -2.40], [-2.67, -0.76, -2.05], [-1.88, -1.45, -4.45], [-1.16, -2.30, -3.11], [0.74, -1.82, -4.24], [0.09, -0.41, -5.07], [1.96, -0.52, -2.88], [1.96, 1.87, -2.90], [0.54, 2.16, -5.05], [0.14, 3.26, -3.75], [-1.96, 2.63, -4.28], [-1.51, 1.10, -4.98], [0.26, 0.66, 2.59], [1.83, 0.53, 3.43], [0.94, -0.93, 2.97], [-1.43, -0.74, 1.17], [2.09, 0.05, 1.15], [-0.26, -1.00, -0.27], [1.13, -0.55, -0.27], [-2.47, -2.22, 1.33], [-2.85, -3.09, 0.30], [-3.61, -4.23, 0.61], [-3.96, -4.50, 1.93], [-3.59, -3.63, 2.96], [-2.86, -2.49, 2.66], [-2.54, 0.51, 0.43], [-1.96, 1.79, 0.21], [-2.80, 2.91, 0.31], [-4.18, 2.75, 0.40], [-4.75, 1.47, 0.35], [-3.94, 0.34, 0.39], [3.52, -1.03, 1.40], [3.31, -2.33, 1.91], [4.40, -3.17, 2.14], [5.70, -2.73, 1.88], [5.91, -1.44, 1.36], [4.83, -0.59, 1.13], [2.61, 1.72, 0.74], [2.40, 2.79, 1.62], [2.67, 4.10, 1.21], [3.11, 4.35, -0.09], [3.32, 3.29, -0.98], [3.12, 1.98, -0.55], [-0.43, -1.99, -0.72], [1.78, -1.22, -0.85], [-2.56, -2.89, -0.74], [-3.92, -4.90, -0.19], [-4.54, -5.40, 2.18], [-3.85, -3.83, 4.00], [-2.59, -1.78, 3.44], [-0.86, 1.90, 0.06], [-2.36, 3.91, 0.31], [-4.82, 3.62, 0.50], [-5.84, 1.35, 0.33], [-4.37, -0.66, 0.40], [2.30, -2.66, 2.12], [4.23, -4.17, 2.54], [6.55, -3.38, 2.08], [6.93, -1.10, 1.14], [5.00, 0.42, 0.75], [2.01, 2.61, 2.62], [2.51, 4.93, 1.90], [3.28, 5.38, -0.43], [3.64, 3.49, -2.00], [3.30, 1.15, -1.24], [-0.51, 0.83, 5.34], [-1.44, 0.18, 4.80], [-2.04, -0.74, 5.41], [-1.76, 0.45, 3.57]]}

# 2
{"formula": "C35H38BN7O4ReS2", "method": "ωB97M-V with the def2-TZVPD basis set", "homo_energy_ha": [-0.428, -0.428], "relative_energy_ev": 0.002, "spin_multiplicity": 2, "largest_force_ev_per_a": 1.628, "total_energy_ev": -80001.3579, "total_charge": 2, "lumo_ev": [-6.63, -6.40], "species": ["Re", "C", "O", "C", "C", "C", "C", "C", "C", "C", "N", "C", "C", "N", "C", "C", "C", "C", "N", "C", "C", "N", "C", "C", "C", "C", "H", "H", "H", "H", "H", "H", "H", "H", "H", "H", "H", "H", "H", "H", "O", "N", "C", "C", "C", "C", "C", "S", "H", "H", "H", "H", "C", "C", "C", "O", "B", "O", "C", "C", "C", "H", "H", "H", "H", "H", "H", "H", "H", "H", "H", "H", "H", "C", "N", "C", "C", "N", "C", "S", "H", "H", "H", "H", "H", "H", "H", "H"], "xyz": [[-0.79, 0.46, -1.64], [9.58, 0.93, 7.49], [8.19, 0.93, 7.79], [7.33, 0.87, 6.75], [5.97, 0.86, 7.09], [5.02, 0.81, 6.10], [5.39, 0.75, 4.75], [6.74, 0.75, 4.43], [7.71, 0.81, 5.42], [4.40, 0.70, 3.68], [4.66, 0.62, 2.39], [3.44, 0.61, 1.78], [2.42, 0.69, 2.69], [3.05, 0.74, 3.91], [1.04, 0.67, 2.33], [-0.05, 0.70, 3.21], [-1.32, 0.66, 2.71], [-1.53, 0.58, 1.34], [-0.51, 0.56, 0.47], [0.76, 0.61, 0.96], [1.82, 0.57, -0.01], [1.44, 0.54, -1.31], [2.36, 0.45, -2.25], [3.73, 0.40, -1.94], [4.13, 0.45, -0.63], [3.16, 0.55, 0.38], [10.09, 0.98, 8.45], [9.85, 1.80, 6.89], [9.87, 0.02, 6.97], [5.70, 0.91, 8.13], [3.98, 0.80, 6.40], [7.03, 0.70, 3.39], [8.75, 0.81, 5.14], [2.62, 0.82, 4.82], [0.12, 0.75, 4.28], [-2.18, 0.68, 3.37], [-2.52, 0.51, 0.92], [2.02, 0.42, -3.27], [4.45, 0.32, -2.74], [5.17, 0.42, -0.35], [-0.93, 0.56, -3.59], [-1.14, 1.69, -4.27], [-1.23, 1.60, -5.62], [-1.44, 2.73, -6.35], [-1.55, 3.97, -5.68], [-1.47, 4.02, -4.32], [-1.26, 2.84, -3.58], [-1.10, 2.76, -1.89], [-1.13, 0.61, -6.02], [-1.52, 2.66, -7.42], [-1.71, 4.88, -6.25], [-1.55, 4.95, -3.78], [-5.48, -0.76, -3.17], [-5.12, 0.37, -2.21], [-5.97, 1.59, -2.50], [-3.72, 0.71, -2.47], [-2.95, 0.18, -1.47], [-3.70, -0.43, -0.49], [-5.10, -0.07, -0.70], [-5.97, -1.27, -0.39], [-5.40, 1.07, 0.26], [-5.28, -0.42, -4.19], [-6.53, -1.02, -3.09], [-4.88, -1.65, -2.98], [-5.93, 1.81, -3.56], [-5.61, 2.46, -1.95], [-7.01, 1.41, -2.23], [-5.66, -2.15, -0.95], [-7.01, -1.06, -0.62], [-5.90, -1.50, 0.68], [-4.77, 1.93, 0.07], [-5.22, 0.72, 1.28], [-6.44, 1.38, 0.19], [0.30, -5.00, -1.77], [-1.01, -4.37, -1.92], [-2.19, -5.16, -2.30], [-3.30, -4.10, -2.39], [-2.55, -2.86, -2.16], [-1.28, -3.08, -1.89], [-0.06, -1.90, -1.54], [0.17, -5.96, -1.28], [0.93, -4.37, -1.14], [0.78, -5.15, -2.73], [-2.39, -5.91, -1.54], [-2.02, -5.66, -3.25], [-4.07, -4.24, -1.63], [-3.78, -4.08, -3.37], [-2.97, -1.95, -2.08]]}

# 3
{"formula": "C35H38Cl2N6O7Pb", "method": "ωB97M-V with the def2-TZVPD basis set", "homo_energy_ha": [-0.274, -0.272], "relative_energy_ev": 1.661, "largest_force_ev_per_a": 0.890, "total_energy_ev": -90477.2175, "lumo_ev": [-1.47, -3.26], "species": ["Pb", "C", "C", "O", "C", "C", "C", "N", "N", "C", "O", "C", "C", "C", "C", "C", "C", "H", "H", "H", "H", "H", "H", "H", "H", "H", "H", "H", "H", "N", "N", "C", "O", "O", "H", "H", "H", "N", "C", "C", "C", "C", "C", "C", "H", "H", "H", "H", "H", "H", "H", "Cl", "C", "C", "C", "C", "C", "Cl", "C", "N", "C", "C", "C", "C", "C", "C", "C", "C", "O", "O", "H", "H", "H", "H", "H", "H", "H", "H", "H", "H", "C", "C", "O", "H", "H", "H", "H", "H", "H"], "xyz": [[0.05, -0.23, -0.65], [-0.01, 4.27, -1.33], [0.67, 3.08, -0.68], [-0.03, 2.26, -0.06], [2.10, 3.02, -0.81], [2.94, 1.98, -0.47], [4.43, 2.17, -0.50], [2.44, 0.78, -0.13], [3.31, -0.10, 0.32], [2.83, -1.36, 0.47], [1.85, -1.81, -0.16], [3.57, -2.21, 1.43], [2.83, -3.04, 2.27], [3.48, -3.81, 3.22], [4.86, -3.79, 3.30], [5.60, -3.00, 2.43], [4.96, -2.19, 1.51], [0.04, 5.13, -0.66], [-1.05, 4.02, -1.51], [0.48, 4.54, -2.27], [2.57, 3.92, -1.19], [4.69, 3.16, -0.88], [4.89, 1.40, -1.12], [4.83, 2.06, 0.51], [1.75, -3.05, 2.19], [2.90, -4.43, 3.90], [5.37, -4.40, 4.04], [6.68, -3.00, 2.49], [5.52, -1.57, 0.83], [0.30, -0.08, 1.86], [-0.17, -1.25, 2.47], [-1.02, -2.14, 1.77], [-1.60, -2.98, 2.45], [-1.07, -1.99, 0.50], [1.29, 0.04, 2.05], [-0.19, 0.75, 2.16], [-0.34, -1.21, 3.46], [0.34, -3.52, -2.26], [1.67, -3.55, -2.65], [2.65, -4.09, -1.80], [3.98, -4.08, -2.17], [4.37, -3.56, -3.40], [3.40, -3.10, -4.28], [2.06, -3.10, -3.92], [0.13, -3.54, -1.28], [-0.29, -2.96, -2.81], [2.35, -4.50, -0.85], [4.73, -4.47, -1.49], [5.42, -3.54, -3.68], [3.70, -2.73, -5.25], [1.31, -2.76, -4.61], [-2.53, 1.61, 4.24], [-2.66, 2.95, 3.14], [-2.32, 4.22, 3.59], [-2.45, 5.30, 2.74], [-2.94, 5.12, 1.45], [-3.26, 3.85, 1.01], [-3.93, 3.62, -0.56], [-3.11, 2.73, 1.84], [-3.37, 1.45, 1.32], [-4.48, 0.74, 1.61], [-5.34, 1.18, 2.65], [-6.48, 0.50, 2.94], [-6.87, -0.60, 2.16], [-6.08, -1.01, 1.12], [-4.85, -0.41, 0.83], [-4.03, -1.02, -0.23], [-3.63, -0.01, -1.44], [-4.42, -0.02, -2.36], [-2.55, 0.63, -1.28], [-1.96, 4.35, 4.60], [-2.19, 6.29, 3.08], [-3.09, 5.96, 0.79], [-2.91, 1.24, 0.40], [-5.08, 2.07, 3.19], [-7.10, 0.84, 3.77], [-7.79, -1.12, 2.39], [-6.40, -1.84, 0.51], [-4.59, -1.83, -0.69], [-3.06, -1.40, 0.13], [-0.68, 1.53, -4.06], [0.75, 1.01, -4.04], [0.76, -0.27, -3.39], [-0.70, 2.51, -4.54], [-1.07, 1.60, -3.05], [-1.32, 0.84, -4.62], [1.40, 1.71, -3.50], [1.13, 0.90, -5.06], [1.65, -0.64, -3.42]]}

# 4
{"formula": "C35H38FHgN3O3Si", "method": "ωB97M-V with the def2-TZVPD basis set", "homo_energy_ha": -0.145, "relative_energy_ev": 1.511, "largest_force_ev_per_a": 2.171, "total_energy_ev": -62285.8466, "lumo_ev": -1.91, "species": ["C", "C", "C", "H", "C", "C", "H", "H", "H", "H", "Hg", "C", "H", "H", "H", "Si", "C", "C", "H", "C", "H", "C", "H", "C", "H", "C", "H", "C", "C", "H", "C", "H", "C", "H", "C", "H", "C", "H", "H", "H", "F", "C", "C", "C", "C", "O", "C", "C", "N", "C", "C", "C", "C", "C", "C", "N", "C", "C", "N", "C", "C", "C", "O", "O", "H", "H", "H", "H", "H", "H", "H", "H", "H", "H", "H", "H", "H", "H", "H", "H", "H", "H"], "xyz": [[-1.00, -2.31, 0.96], [-0.04, -3.25, 0.51], [0.99, -3.33, 1.50], [-0.08, -3.80, -0.43], [0.66, -2.43, 2.56], [-0.57, -1.80, 2.21], [-1.07, -1.04, 2.80], [-1.89, -2.00, 0.42], [1.88, -3.94, 1.44], [1.24, -2.23, 3.45], [2.98, -0.09, -1.07], [3.91, -0.88, 0.72], [3.25, -0.67, 1.58], [4.83, -0.32, 0.88], [4.08, -1.97, 0.72], [6.06, -1.83, -1.05], [6.74, -2.95, -2.39], [6.10, -4.21, -2.38], [5.38, -4.45, -1.60], [6.31, -5.13, -3.41], [5.79, -6.09, -3.39], [7.18, -4.80, -4.46], [7.32, -5.51, -5.27], [7.84, -3.56, -4.45], [8.53, -3.33, -5.26], [7.60, -2.63, -3.44], [8.07, -1.65, -3.47], [6.82, -2.63, 0.50], [7.73, -3.70, 0.41], [8.11, -4.02, -0.56], [8.14, -4.39, 1.56], [8.83, -5.24, 1.46], [7.68, -4.01, 2.82], [7.96, -4.56, 3.71], [6.88, -2.87, 2.93], [6.52, -2.53, 3.90], [6.54, -2.16, 1.79], [6.00, -1.23, 1.93], [4.65, -2.10, -1.52], [6.32, -0.35, -0.84], [-5.09, -0.07, 2.37], [-4.47, 0.86, 1.56], [-3.14, 0.68, 1.26], [-2.53, 1.51, 0.29], [-1.09, 1.37, -0.01], [-0.28, 0.74, 0.67], [-0.64, 2.11, -1.20], [-1.41, 3.09, -1.75], [-2.66, 3.39, -1.26], [-3.32, 4.54, -1.72], [-2.50, 5.70, -2.25], [-3.28, 4.83, -3.19], [-3.28, 2.52, -0.34], [-4.64, 2.68, -0.01], [-5.26, 1.89, 0.99], [-6.59, 2.16, 1.36], [-7.57, 2.36, 0.30], [-8.65, 3.34, 0.73], [-9.16, 2.89, 2.04], [-8.16, 2.72, 3.12], [-7.14, 1.71, 2.61], [0.83, 1.96, -1.53], [1.57, 2.94, -1.38], [1.14, 0.76, -1.92], [-2.52, -0.08, 1.72], [-1.08, 3.66, -2.61], [-4.22, 4.81, -1.18], [-2.90, 6.68, -2.02], [-1.41, 5.60, -2.27], [-2.71, 4.14, -3.81], [-4.20, 5.23, -3.61], [-5.21, 3.46, -0.51], [-8.05, 1.39, 0.04], [-7.07, 2.75, -0.59], [-8.28, 4.36, 0.87], [-9.48, 3.36, 0.02], [-9.89, 3.53, 2.36], [-9.55, 1.96, 1.89], [-8.67, 2.37, 4.02], [-7.74, 3.71, 3.32], [-7.63, 0.73, 2.49], [-6.34, 1.62, 3.35]]}